A.
The following is a quantum chemistry calculation of a structure of composition C15H27NO, from the OMol25 dataset.

Values from the calculation:
gap between HOMO and LUMO: 9.965 eV

CARTESIAN COORDINATES (ANGSTROEM)
C (-4.19100, -3.43562, -0.70023)
C (-3.98235, -2.36085, -0.29397)
C (-3.85262, -0.93276, 0.24781)
C (-4.63651, -0.01103, -0.64566)
C (-4.48824, 1.27996, -0.25922)
C (-3.47900, 2.16026, -0.78489)
C (-2.09564, 1.56564, -0.52652)
C (-1.47563, 1.83842, 0.60356)
C (-0.06410, 1.35288, 0.75597)
C (0.15500, -0.24212, 0.73497)
C (1.50942, -0.39851, 0.95813)
O (1.91996, -0.85425, 1.90373)
N (2.33373, -0.69381, -0.30082)
H (1.90917, -0.07354, -0.99523)
C (3.72906, -0.74955, -0.33575)
C (4.43713, 0.53471, -0.32660)
C (6.05703, 0.23052, -0.28004)
C (6.57764, -0.53414, -1.35086)
H (6.45328, 0.01439, -2.47726)
H (6.22801, -1.45670, -1.23788)
H (7.65275, -0.50032, -1.44481)
H (6.13673, 0.05556, 0.79776)
H (6.48065, 1.49459, -0.32066)
H (4.11237, 1.35176, 0.45845)
H (4.26132, 1.12304, -1.68808)
H (4.08286, -1.12251, 0.75988)
H (3.98444, -1.65478, -0.98391)
H (-0.43560, -0.50395, 1.50131)
H (-0.31850, -0.58451, -0.11388)
H (0.63478, 1.76435, 0.15064)
H (0.39693, 1.74368, 1.77154)
H (-2.10946, 1.23293, 1.29826)
H (-1.46171, 2.90929, 1.04162)
H (-2.01443, 0.52449, -1.03919)
H (-1.38500, 2.18562, -1.36459)
H (-3.39497, 3.47894, -0.42928)
H (-3.65045, 2.28651, -2.07117)
H (-5.45285, 2.02103, 0.02407)
H (-4.32497, 1.48800, 0.98114)
H (-5.87127, -0.09358, -0.57430)
H (-4.21608, -0.13697, -1.47364)
H (-3.08975, -0.72181, 0.63442)
H (-4.57252, -1.05883, 1.29635)
H (-4.38474, -4.53410, -1.17628)


B.
The following is a quantum chemistry calculation of a cluster of 3 separate species, C15H27NO in total, from the OMol25 dataset.

Values from the calculation:
gap between HOMO and LUMO: 5.175 eV

CARTESIAN COORDINATES (ANGSTROEM)
C (42.00500, 20.28100, -0.33800)
C (42.65500, 19.97700, 0.97600)
C (41.67900, 19.50600, 1.96500)
C (42.38700, 19.12300, 3.19100)
N (41.64400, 18.23600, 4.21600)
C (42.72500, 18.05000, 5.33500)
C (42.30000, 16.78400, 6.06900)
C (41.51600, 15.88100, 4.95800)
C (41.51600, 16.89000, 3.72400)
C (40.39200, 18.84800, 4.82200)
H (42.71000, 20.71200, -0.92200)
H (41.42000, 21.12700, 0.03600)
H (41.28800, 19.54000, -0.71600)
H (43.34300, 20.79200, 1.34700)
H (43.08300, 19.12100, 0.73800)
H (41.33000, 18.69500, 1.48300)
H (40.88800, 20.17200, 2.12800)
H (42.68600, 19.91000, 3.93600)
H (43.39500, 18.93300, 3.01200)
H (42.78700, 18.94800, 5.88000)
H (43.66600, 17.99300, 4.81700)
H (41.61800, 17.25500, 6.88500)
H (43.24200, 16.35500, 6.44400)
H (40.55700, 15.58000, 5.50200)
H (42.23700, 15.03300, 4.86000)
H (40.53300, 17.09200, 3.09300)
H (42.49600, 16.64000, 3.16900)
H (39.58000, 18.86900, 4.14500)
H (40.61400, 19.90200, 5.14900)
H (40.42400, 18.41900, 5.75900)
O (40.22100, 22.38000, 5.74500)
H (39.34600, 22.01300, 5.99300)
C (34.51000, 23.56200, 5.46400)
C (34.94500, 23.79900, 6.96800)
C (36.07200, 23.22200, 7.41700)
C (36.81400, 22.22200, 6.69500)
C (36.50800, 21.81800, 5.30700)
C (35.29000, 22.63100, 4.65100)
H (33.63700, 23.96800, 4.93600)
H (34.24800, 24.44700, 7.54600)
H (36.38500, 23.41100, 8.42100)
H (37.52200, 21.65100, 7.38500)
H (37.03300, 21.03700, 4.86700)
H (34.96100, 22.47000, 3.76800)


Most favorable structure: B. The second most favorable one is 530.5 kJ/mol above it.


A.
The following is a quantum chemistry calculation of the molecule C6H14NO, from the OMol25 dataset.

Values from the calculation:
spin multiplicity: 2
<S²>: 0.755
gap between HOMO and LUMO (spin up / spin down): 10.116 / 7.479 eV

CARTESIAN COORDINATES (ANGSTROEM)
C (1.40615, -0.10650, -1.23660)
C (-0.00286, -0.18174, -0.58968)
C (0.01308, -1.10659, 0.68473)
C (0.97860, -0.47330, 1.73789)
C (-1.32008, -1.32241, 1.34349)
N (-0.58832, 1.11978, -0.32681)
C (-0.90466, 1.86067, -1.60898)
O (-0.39981, 1.61195, -2.78172)
H (1.33786, 0.25091, -2.30696)
H (1.84428, -1.09941, -1.22657)
H (2.12326, 0.48567, -0.61928)
H (-0.58548, -0.65988, -1.36928)
H (0.44847, -1.98061, 0.20355)
H (0.43107, -0.06478, 2.59311)
H (1.73297, -1.00426, 2.32867)
H (1.32364, 0.42601, 1.28367)
H (-2.05322, -1.35931, 0.54611)
H (-1.51717, -0.46503, 1.98643)
H (-1.44866, -2.11065, 2.08074)
H (0.05861, 1.48599, 0.37001)
H (-2.04699, 1.74378, -1.73012)
H (-0.83073, 2.94973, -1.36240)


B.
The following is a quantum chemistry calculation of the molecule C6H14NO, from the OMol25 dataset.

Values from the calculation:
spin multiplicity: 2
<S²>: 0.756
gap between HOMO and LUMO (spin up / spin down): 9.827 / 7.054 eV

CARTESIAN COORDINATES (ANGSTROEM)
C (1.01411, -0.76963, -0.00401)
N (0.51053, 0.51620, -0.50344)
C (-0.89278, 0.69510, -0.38225)
C (-1.28745, 2.20686, -0.06989)
C (-0.36935, 2.87447, 1.00967)
O (0.94744, 2.66331, 0.83984)
C (0.46490, -1.96488, -0.79769)
C (0.65801, -3.24737, 0.01292)
H (2.11428, -0.78867, -0.10675)
H (0.97826, -0.93613, 1.08066)
H (1.15175, 1.22709, -0.16274)
H (-1.41656, 0.48938, -1.32068)
H (-1.45968, 0.11689, 0.36576)
H (-0.89302, 2.70900, -0.96395)
H (-2.34702, 2.14982, 0.13937)
H (-0.60673, 3.94925, 0.93260)
H (-0.70465, 2.51038, 2.00943)
H (-0.62020, -1.79390, -0.97913)
H (0.57651, -2.06210, -1.88744)
H (1.71861, -3.37719, 0.28146)
H (0.15702, -4.04375, -0.52829)
H (0.30604, -3.12412, 1.03457)


Most favorable structure: A. The second most favorable one is 33.1 kJ/mol above it.


A.
The following is a quantum chemistry calculation of a structure of composition C25H18Cl2IrN10O4, from the OMol25 dataset.

Values from the calculation:
spin multiplicity: 2
<S²>: 0.757
gap between HOMO and LUMO (spin up / spin down): 5.664 / 5.667 eV

CARTESIAN COORDINATES (ANGSTROEM)
Ir (0.47244, -0.65804, -0.26628)
C (0.31619, 0.64624, 3.01073)
N (1.02629, -0.38139, 2.27515)
C (0.92688, -1.73440, 2.77855)
C (1.53179, -2.60033, 1.73072)
N (1.33171, -2.40498, 0.44418)
C (2.08894, -3.39015, -0.21494)
C (2.26806, -3.67586, -1.56940)
C (3.09833, -4.73007, -1.89053)
C (3.74206, -5.49430, -0.90689)
C (3.56067, -5.23357, 0.43372)
C (2.72248, -4.17254, 0.75324)
N (2.33321, -3.64866, 1.97118)
C (-0.49241, 1.48778, 2.05071)
N (-0.91626, 0.88759, 0.99337)
C (-1.84099, 2.94069, 0.21874)
C (-1.55853, 3.93923, -1.76898)
C (-3.78672, 4.70157, -1.82151)
C (-3.07642, 4.80254, 0.41055)
C (-2.20676, 4.68927, 1.60536)
C (-1.45322, 3.59136, 1.46214)
N (-0.75697, 2.77626, 2.35651)
H (0.99441, 1.28481, 3.58404)
H (-0.38192, 0.19275, 3.71981)
H (2.00372, -0.13026, 2.16579)
H (-0.13094, -1.99656, 2.87402)
H (1.41609, -1.89383, 3.74700)
H (1.78719, -3.08450, -2.32882)
H (3.25903, -4.97519, -2.93159)
H (4.38512, -6.31070, -1.20685)
H (4.04398, -5.82528, 1.19963)
H (2.66888, -3.92927, 2.87562)
H (-0.74251, 3.84436, -2.45964)
H (-3.75324, 4.81507, -2.90504)
H (-4.50903, 5.44799, -1.51392)
H (-2.22285, 5.34055, 2.46481)
H (-0.52681, 3.12943, 3.27142)
O (0.92870, -1.16019, -2.13360)
N (0.33557, -0.21917, -2.83156)
O (0.42712, -0.20545, -4.02237)
O (-0.29916, 0.59857, -2.14280)
Cl (-2.26725, -1.51684, -0.69469)
C (-3.26475, -0.13571, -0.99941)
C (-4.54166, -0.33038, -1.52279)
C (-5.35674, 0.76574, -1.68829)
C (-4.91867, 2.04864, -1.40035)
C (-3.63181, 2.34067, -0.97567)
Cl (-2.78375, 3.80451, -0.81848)
C (-2.88057, 1.15178, -0.69826)
N (-1.68241, 1.61932, 0.11449)
H (-4.88331, -1.32669, -1.76379)
H (-6.35177, 0.63803, -2.09172)
H (-5.58415, 2.89074, -1.56727)
O (2.08091, 0.98085, -0.43146)
N (3.23787, 0.92773, -0.95939)
C (4.15464, 0.19560, -0.37503)
C (3.94214, -0.51004, 0.85084)
N (3.72298, -1.01591, 1.86404)
C (5.46185, 0.14279, -0.95601)
N (6.53234, 0.06781, -1.36904)


B.
The following is a quantum chemistry calculation of a structure of composition C25H18Cl2IrN10O4, from the OMol25 dataset.

Values from the calculation:
spin multiplicity: 2
<S²>: 0.808
gap between HOMO and LUMO (spin up / spin down): 5.445 / 5.192 eV

CARTESIAN COORDINATES (ANGSTROEM)
Ir (0.41931, -0.08176, -0.00425)
C (-2.65598, -1.04716, -0.82545)
N (-1.30283, -1.31813, -1.28281)
C (-1.01195, -2.70667, -1.60138)
C (0.45933, -2.82059, -1.83087)
N (1.22596, -1.78167, -2.03498)
C (2.46596, -2.29533, -2.37444)
C (3.62960, -1.68910, -2.84203)
C (4.70096, -2.50518, -3.14105)
C (4.64618, -3.89118, -2.98914)
C (3.49024, -4.51769, -2.57522)
C (2.40828, -3.70402, -2.29323)
N (1.10772, -4.00479, -1.96758)
C (-2.70713, 0.35996, -0.33291)
N (-1.67911, 1.16985, -0.37981)
C (-2.12170, 2.38438, 0.09680)
C (-1.47518, 3.60707, 0.23353)
C (-2.19779, 4.64684, 0.78262)
C (-3.52699, 4.49515, 1.18354)
C (-4.19298, 3.29596, 1.02897)
C (-3.47715, 2.25126, 0.47098)
N (-3.81869, 0.95318, 0.16594)
H (-2.90515, -1.73125, -0.00492)
H (-3.40629, -1.18883, -1.62229)
H (-1.10473, -0.75289, -2.10760)
H (-1.55041, -3.05013, -2.50150)
H (-1.32941, -3.35778, -0.78144)
H (3.69681, -0.62803, -3.01349)
H (5.61335, -2.05858, -3.50478)
H (5.51809, -4.48272, -3.22263)
H (3.42137, -5.58987, -2.48529)
H (0.75368, -4.92065, -1.74663)
H (-0.45135, 3.71949, -0.08234)
H (-1.72337, 5.60720, 0.90986)
H (-4.04603, 5.33550, 1.62117)
H (-5.21736, 3.17525, 1.34320)
H (-4.70034, 0.50469, 0.35020)
O (1.69059, 1.14152, -1.45962)
N (2.82170, 0.73905, -1.08134)
O (3.82332, 1.22237, -1.52822)
O (2.84043, -0.18081, -0.25098)
Cl (-1.59194, 1.25016, 3.02637)
C (-0.40253, 2.47192, 2.94798)
C (-0.53944, 3.63392, 3.66477)
C (0.44216, 4.61724, 3.58920)
C (1.56499, 4.43945, 2.78828)
C (1.71570, 3.28345, 2.06066)
Cl (3.07371, 3.04425, 1.04846)
C (0.72239, 2.23591, 2.07919)
N (0.85034, 1.19113, 1.34993)
H (-1.41132, 3.77294, 4.28577)
H (0.33299, 5.51798, 4.16937)
H (2.33451, 5.19523, 2.73463)
O (-0.25693, -1.22445, 1.64715)
N (-1.08048, -2.18205, 1.67308)
C (-0.85723, -3.47752, 1.51122)
C (0.39305, -4.07430, 1.28116)
N (1.38599, -4.58855, 1.00740)
C (-1.95811, -4.34409, 1.45982)
N (-2.84877, -5.06651, 1.35697)


Most favorable structure: B. The second most favorable one is 2016.9 kJ/mol above it.